#P
Formula: C11H20Br2Cl3N4O3PSSn
Source: the Open Molecules 2025 dataset
Level of theory: the ωB97M-V functional and the def2-TZVPD basis

Positions of all 46 atoms, in Å:
Sn -0.08093 -0.73784 0.35131
Cl -10.21772 -2.03046 -0.55880
C -8.63246 -2.48247 -0.39050
C -7.64798 -1.42991 -0.33909
C -6.35317 -1.75265 -0.20107
Cl -5.13178 -0.57658 -0.12121
C -5.92260 -3.19272 -0.11240
O -4.77420 -3.50613 -0.01014
C -7.03301 -4.23344 -0.16746
Cl -6.55975 -5.82395 -0.05534
C -8.32990 -3.85939 -0.30424
H -7.98368 -0.40439 -0.40946
H -9.12939 -4.58687 -0.34781
Br 1.92463 -2.96920 0.25672
C 3.04831 -2.75831 -1.31823
Br 4.14283 -1.18336 -1.26146
H 2.39444 -2.67844 -2.17768
H 3.68381 -3.63591 -1.34484
N 2.69788 3.66494 3.22633
C 1.96756 2.34657 3.29983
P 2.57172 1.21189 1.97146
O 3.37113 2.04094 1.02342
O 1.34228 0.46499 1.48300
C 3.75681 0.00299 2.72505
N 5.02923 0.00634 1.92593
H 2.06543 4.45705 3.37704
H 3.13265 3.76641 2.29594
H 3.43742 3.74762 3.92949
H 0.91170 2.53377 3.11206
H 2.05964 1.93988 4.30566
H 3.34252 -1.00297 2.73738
H 4.00177 0.27765 3.75053
H 5.11180 0.90267 1.42098
H 5.02133 -0.72895 1.20879
H 5.85774 -0.12772 2.51268
C 1.59869 2.81608 -4.43414
N 1.02181 1.63316 -3.78714
C 1.27020 1.26156 -2.55304
N 2.06300 1.98537 -1.77958
S 0.51395 -0.24668 -2.06320
H 1.18748 2.88823 -5.43579
H 2.68238 2.72065 -4.51055
H 1.32829 3.72043 -3.88795
H 0.39714 1.05225 -4.32827
H 2.49001 2.82444 -2.14606
H 2.37099 1.68247 -0.86812

As for the net charge: +4. For the molar mass, the calculation gives 704.2 g/mol. The HOMO-LUMO gap comes out at 0.2557 Ha. As for the LUMO energy: -11.95 eV.

***

#Q
Formula: C11H20Br2Cl3N4O3PSSn
Source: the Open Molecules 2025 dataset
Level of theory: the ωB97M-V functional and the def2-TZVPD basis

Positions of all 46 atoms, in Å:
Sn 0.20755 0.00290 0.03726
Cl 5.46185 0.11720 5.73766
C 4.68925 0.13750 4.25046
C 3.25735 0.17930 4.20166
C 2.62065 0.22330 3.00356
Cl 0.91545 0.28760 2.86326
C 3.32965 0.19180 1.72756
O 2.71155 0.21060 0.65606
C 4.79915 0.13370 1.82406
Cl 5.67295 0.10630 0.38606
C 5.42245 0.12070 3.05406
H 2.70685 0.18550 5.13246
H 6.50285 0.08830 3.09286
Br -1.95795 -0.34120 -3.11814
C -2.77925 -2.07890 -3.27534
Br -3.31765 -2.71140 -1.52684
H -2.04935 -2.77050 -3.68914
H -3.65695 -1.99300 -3.91214
N -2.52485 5.52030 0.50076
C -1.29415 4.83000 0.05756
P -1.85495 3.25010 -0.80344
O -3.30805 3.17090 -0.50254
O -0.95035 2.09200 -0.40024
C -1.82155 3.48460 -2.67824
N -3.16555 3.06300 -3.12444
H -2.46925 5.90360 1.45416
H -3.27865 4.78700 0.45666
H -2.80335 6.29890 -0.11054
H -0.70065 4.51810 0.91876
H -0.67055 5.46990 -0.56304
H -1.03555 2.89090 -3.14174
H -1.66055 4.53170 -2.93314
H -3.74905 3.07000 -2.24124
H -3.16825 2.09650 -3.47744
H -3.57845 3.66510 -3.84794
C 1.09895 -6.72080 -0.18104
N 1.11435 -5.27040 -0.15684
C 0.06945 -4.50940 0.06846
N -1.12745 -4.99140 0.32806
S 0.24905 -2.75260 -0.01814
H 2.11005 -7.08960 -0.33734
H 0.47135 -7.08380 -0.99854
H 0.72705 -7.13320 0.75946
H 1.99645 -4.81870 -0.36424
H -1.30765 -5.98710 0.37456
H -1.90415 -4.37540 0.51636

As for the net charge: +4. For the molar mass, the calculation gives 704.2 g/mol. The HOMO-LUMO gap comes out at 0.1446 Ha. As for the LUMO energy: -14.78 eV.

***

Result of the stability comparison: #P is the most stable of them.

***

#P
Formula: C3H7NS
Source: the Open Molecules 2025 dataset
Level of theory: the ωB97M-V functional and the def2-TZVPD basis

Positions of all 12 atoms, in Å:
C 0.30287 -0.00383 0.99395
C 0.05348 -0.43253 -0.37384
C -0.71937 -1.46638 -1.12160
N -0.40401 0.87464 0.13826
S 1.17219 3.23946 0.20052
H -0.25893 -0.41031 1.90876
H 1.28309 0.20115 1.40936
H 0.95243 -0.19871 -0.99651
H -0.57095 -1.48559 -2.22492
H -1.73406 -1.24646 -0.86373
H -0.68744 -2.47630 -0.58004
H 0.61069 3.40485 1.50979

As for the net charge: 0. For the molar mass, the calculation gives 89.2 g/mol. The HOMO-LUMO gap (alpha / beta) comes out at 0.2279 / 0.2278 Ha. As for the LUMO energy (alpha / beta): -2.56 / -2.55 eV.

***

#Q
Formula: C3H7NS
Source: the Open Molecules 2025 dataset
Level of theory: the ωB97M-V functional and the def2-TZVPD basis

Positions of all 12 atoms, in Å:
C 2.03215 -0.78318 -0.22468
C 1.23807 0.31606 0.46392
C 0.23028 1.17291 -0.23928
H 2.39035 -0.27703 -1.26145
H 1.08028 -1.60634 -0.49166
H 2.94718 -1.08423 0.36267
H 2.05723 1.07152 0.96429
H 0.64659 0.05263 1.48726
H 0.72183 2.12856 -0.28097
H -2.87621 -0.11826 0.85942
N -1.08953 1.14821 -0.19912
S -1.27147 -0.77744 -0.01535

As for the net charge: 0. For the molar mass, the calculation gives 89.2 g/mol. The HOMO-LUMO gap comes out at 0.3040 Ha. As for the LUMO energy: -0.87 eV.

***

Result of the stability comparison: #P is the most stable of them.

***

#P
Formula: C3H7NS
Source: the Open Molecules 2025 dataset
Level of theory: the ωB97M-V functional and the def2-TZVPD basis

Positions of all 12 atoms, in Å:
C -1.00598 -1.10624 -0.68348
C -0.05128 -0.43507 0.50329
C 1.18279 0.00669 -0.26690
H -0.85683 -2.26606 -1.16223
H -1.10159 -0.22965 -1.87950
H -2.06174 -1.12779 -0.04943
H 0.04164 -1.30578 1.48668
H -0.87642 0.35093 1.08571
H 1.67564 -0.61977 -0.82487
H 1.02570 3.39942 1.17239
N 1.59710 1.24395 -0.04879
S 0.43098 2.08937 0.66713

As for the net charge: 0. For the molar mass, the calculation gives 89.2 g/mol. The HOMO-LUMO gap comes out at 0.3291 Ha. As for the LUMO energy: 0.58 eV.

***

#Q
Formula: C3H7NS
Source: the Open Molecules 2025 dataset
Level of theory: the ωB97M-V functional and the def2-TZVPD basis

Positions of all 12 atoms, in Å:
C -0.96155 1.47508 0.87029
C -1.47104 0.18046 0.54696
N -1.14978 -0.89244 0.08333
S -2.88658 -0.76582 0.79020
H -1.33472 2.49131 0.45346
H 0.08430 1.54723 0.79906
H -1.25793 1.59583 1.99458
C 1.82647 -1.04563 -1.15741
H 1.03338 -1.70621 -0.79360
H 2.66899 -1.20739 -0.47712
H 2.06166 -1.59250 -2.04240
H 1.38680 -0.07992 -1.06735

As for the net charge: 0. Its SMILES is CC1=NS1.C. For the molar mass, the calculation gives 89.2 g/mol. The HOMO-LUMO gap comes out at 0.3350 Ha. As for the LUMO energy: 0.55 eV.

***

#R
Formula: C3H7NS
Source: the Open Molecules 2025 dataset
Level of theory: the ωB97M-V functional and the def2-TZVPD basis

Positions of all 12 atoms, in Å:
C 0.44811 1.30422 0.20199
C 0.89417 -0.06760 -0.17403
N 0.73551 -1.32104 -0.33419
C 2.12117 -0.81393 -0.14340
H 1.31773 1.52560 0.96051
H -0.50338 1.36990 0.63296
H 0.49540 2.08254 -0.70480
H 2.87116 -0.91721 -1.00638
H 2.65482 -1.20291 0.78357
S -3.55658 -0.15754 -0.35721
H -4.67845 -0.66527 0.39318
H -2.79968 -1.13676 -0.25221

As for the net charge: 0. Its SMILES is CC1=NC1.S. For the molar mass, the calculation gives 89.2 g/mol. The HOMO-LUMO gap comes out at 0.3901 Ha. As for the LUMO energy: 0.83 eV.

***

#S
Formula: C3H7NS
Source: the Open Molecules 2025 dataset
Level of theory: the ωB97M-V functional and the def2-TZVPD basis

Positions of all 12 atoms, in Å:
C -0.13521 -0.14879 0.61011
C -0.94447 -0.75148 -0.66133
C 1.01524 -0.71818 -0.25541
H -0.42906 1.79881 2.17945
H -0.24318 -0.52854 1.57908
H -1.18261 -0.07828 -1.51014
H -1.93728 -1.28565 -0.43780
H 0.20842 -1.75034 -1.78261
H 1.09215 0.15883 -1.14539
H 1.88021 -1.35965 0.17204
N 0.03822 -1.75237 -0.87665
S 0.04565 1.56389 0.55761

As for the net charge: 0. For the molar mass, the calculation gives 89.2 g/mol. The HOMO-LUMO gap comes out at 0.3338 Ha. As for the LUMO energy: 0.23 eV.

***

Result of the stability comparison: #Q is the most stable of them.

***

#P
Formula: C23H24N6O2
Source: the Open Molecules 2025 dataset
Level of theory: the ωB97M-V functional and the def2-TZVPD basis

Positions of all 55 atoms, in Å:
C 4.16866 2.37354 -1.11328
C 4.26730 0.93120 -0.74217
C 5.47237 0.38055 -0.34886
C 5.58525 -0.96196 0.00382
C 4.48422 -1.78080 -0.02326
C 3.23554 -1.27352 -0.40989
C 2.06604 -2.09102 -0.39864
C 0.84000 -1.61576 -0.73413
C -0.41690 -2.43371 -0.65651
N -1.53169 -1.69264 -0.10831
C -1.46346 -1.33282 1.29734
C -0.41979 -0.28053 1.58361
C 0.81170 -0.61551 2.13069
C 1.78536 0.35157 2.31510
C 1.53023 1.66627 1.96439
C 0.29429 2.01385 1.44307
C -0.67597 1.04547 1.25497
C -2.42851 -1.18337 -0.99601
O -2.42285 -1.47824 -2.16901
N -3.37901 -0.29794 -0.41297
C -3.74227 0.77593 -1.33535
C -4.62146 1.76733 -0.57840
O -5.78263 1.14734 -0.06689
C -5.44893 0.07465 0.77807
C -4.59181 -0.96307 0.05038
C 0.77231 -0.26291 -1.15541
N -0.23090 0.49370 -1.56688
N 0.27272 1.68284 -1.80390
N 1.52137 1.73634 -1.56859
N 1.90134 0.52501 -1.15341
C 3.14484 0.08712 -0.77530
H 5.13185 2.86277 -0.99451
H 3.42901 2.87703 -0.49379
H 3.83738 2.48150 -2.14441
H 6.34872 1.01049 -0.31531
H 6.54539 -1.35430 0.30284
H 4.56146 -2.82093 0.25442
H 2.17722 -3.11773 -0.08124
H -0.23579 -3.33203 -0.05692
H -0.71943 -2.72725 -1.66884
H -1.24008 -2.24435 1.86419
H -2.43961 -0.95441 1.59598
H 1.01632 -1.64090 2.40616
H 2.74620 0.07671 2.72587
H 2.29344 2.41867 2.09948
H 0.09125 3.03771 1.16688
H -1.63099 1.30368 0.82412
H -2.82186 1.25199 -1.67593
H -4.28590 0.38493 -2.20691
H -4.96811 2.55998 -1.24247
H -4.04629 2.21058 0.24925
H -6.39336 -0.36547 1.10360
H -4.89701 0.44733 1.65626
H -4.33359 -1.78250 0.72473
H -5.16357 -1.37241 -0.79771

As for the net charge: 0. Its SMILES is Cc1cccc2cc(CN(Cc3ccccc3)C(=O)N3CCOCC3)c3nnnn3c12. For the molar mass, the calculation gives 416.5 g/mol. The HOMO-LUMO gap comes out at 0.3180 Ha. As for the LUMO energy: -0.05 eV.

***

#Q
Formula: C23H24N6O2
Source: the Open Molecules 2025 dataset
Level of theory: the ωB97M-V functional and the def2-TZVPD basis

Positions of all 55 atoms, in Å:
C -6.45778 2.26266 3.16093
O -5.63193 2.10379 2.03259
C -4.42840 2.75913 2.00529
C -3.91374 3.50081 3.05966
C -2.67660 4.11305 2.93758
C -1.94698 3.99529 1.77066
C -2.46274 3.25938 0.71644
C -3.69625 2.64259 0.81459
C -4.25416 1.81548 -0.31635
N -4.41873 0.42485 0.05625
C -3.33319 -0.35788 0.26468
C -3.51485 -1.66857 0.83266
C -2.45535 -2.50104 0.97724
C -1.19482 -2.02626 0.55456
N 0.01373 -2.54774 0.55088
N 0.83998 -1.64045 0.03872
C 0.16851 -0.55246 -0.27768
C 0.70420 0.70185 -0.86324
C 2.07439 1.05939 -0.26728
N 3.02641 0.00401 -0.49546
C 3.92722 0.06296 -1.50531
O 4.16624 1.09069 -2.11684
C 4.65109 -1.21255 -1.77549
C 4.07890 -2.46585 -1.57385
C 4.79487 -3.60864 -1.87800
C 6.08797 -3.53582 -2.38329
C 6.84492 -4.78291 -2.72523
C 6.64904 -2.28165 -2.59320
C 5.93750 -1.13515 -2.30095
N -1.13829 -0.74558 0.02867
N -2.16315 0.09370 -0.12089
H -5.99397 1.84701 4.06125
H -7.37000 1.70994 2.93963
H -6.70681 3.31419 3.33151
H -4.46332 3.60629 3.98161
H -2.28733 4.68313 3.76771
H -0.98272 4.47066 1.67986
H -1.90413 3.16213 -0.20185
H -5.23711 2.19156 -0.60934
H -3.57477 1.85253 -1.16938
H -5.23313 0.22489 0.61670
H -4.50854 -1.96346 1.13178
H -2.53254 -3.49084 1.39548
H -0.01748 1.49878 -0.67693
H 0.81563 0.57944 -1.94472
H 2.46320 1.96025 -0.74776
H 1.97879 1.23064 0.80952
H 2.75069 -0.89515 -0.11961
H 3.06854 -2.56296 -1.20273
H 4.34067 -4.57697 -1.72156
H 6.57459 -5.59671 -2.05602
H 7.91781 -4.61556 -2.66526
H 6.60822 -5.09290 -3.74387
H 7.65074 -2.20551 -2.99220
H 6.36497 -0.15846 -2.47214

As for the net charge: 0. Its SMILES is COc1ccccc1CNc1ccc2nnc(CCNC(=O)c3ccc(C)cc3)n2n1. For the molar mass, the calculation gives 416.5 g/mol. The HOMO-LUMO gap comes out at 0.3244 Ha. As for the LUMO energy: 0.18 eV.

***

Result of the stability comparison: #Q is the most stable of them.